[1]
Formula: C13H20IMnN2O2S4
Source: the OMol25 dataset
Level of theory: ωB97M-V/def2-TZVPD

As for the total charge: +1. For the strongest force on any atom, the calculation gives 0.209 eV/A. The calculation puts the total energy at -3808.68166 Eh. Its energy above the lowest of the compared OMol25 structures with the same formula, charge and spin is 0.00 kJ/mol. Its spin multiplicity is 6. As for the expectation value of S²: 8.755.

Each line ends with the Mulliken charge.
Geometry (Å):
I1 3.3110 3.8993 1.2840  0.128
Mn1 0.0667 0.1218 0.2412  0.967
S1 2.3219 -0.2177 -0.6576  -0.391
S2 -1.8352 0.2481 2.2690  -0.017
S3 0.9103 -1.7473 1.9936  -0.088
S4 -1.5877 -1.8321 -0.4301  -0.088
O1 -0.2363 0.7834 -1.7512  -0.936
O2 0.2273 2.0985 1.0206  -0.566
N1 0.7415 0.6383 -2.6539  0.594
N2 0.3076 3.4225 -0.7931  -0.228
C1 0.4274 0.9526 -3.9327  -0.213
C2 2.6420 0.4282 -4.6073  -0.134
C3 1.3527 0.8609 -4.9315  -0.755
C4 0.5426 3.1786 0.4911  0.609
C5 -1.0198 -3.2664 0.5367  -0.715
C6 0.4363 -3.1745 0.9779  -0.713
C7 -0.2371 -1.8192 3.3956  -0.712
C8 1.2051 4.2459 1.3040  -1.231
C9 -3.1353 -1.3788 0.4015  -0.796
C10 -0.9250 -0.4794 3.6538  -0.743
C11 2.9378 0.1031 -3.3091  -0.858
C12 1.9746 0.1971 -2.2897  0.531
C13 -3.0529 -1.0475 1.8902  -0.717
H1 -1.1343 -4.1547 -0.0846  0.495
H2 0.7085 -4.0886 1.5067  0.475
H3 0.6046 4.2798 -1.2254  0.207
H4 -0.9623 -2.6133 3.2262  0.353
H5 1.0712 1.1188 -5.9409  0.418
H6 1.0357 5.2433 0.9117  0.454
H7 1.0999 -3.0934 0.1146  0.380
H8 0.8775 4.1744 2.3350  0.394
H9 -0.1856 0.2819 3.9097  0.424
H10 -0.0638 2.6574 -1.3552  0.189
H11 -3.8625 -2.1759 0.2440  0.459
H12 -1.6828 -3.3955 1.3907  0.355
H13 -1.5958 -0.5697 4.5088  0.473
H14 3.4010 0.3463 -5.3728  0.400
H15 0.3263 -2.0955 4.2869  0.477
H16 -3.4884 -0.5139 -0.1632  0.422
H17 -4.0350 -0.7103 2.2214  0.477
H18 -0.5964 1.2668 -4.0656  0.451
H19 3.9221 -0.2381 -3.0246  0.425
H20 -2.8154 -1.9354 2.4737  0.342

Forces on atoms 1 to 2 (eV/Å):
-0.024 -0.010 -0.007
0.023 0.128 0.003

[2]
Formula: C19H45FN3O6
Source: the OMol25 dataset
Level of theory: ωB97M-V/def2-TZVPD

As for the total charge: +1. For the strongest force on any atom, the calculation gives 6.287 eV/A. The calculation puts the total energy at -1465.94623 Eh.

Each line ends with the Mulliken charge.
Geometry (Å):
F1 -4.8254 0.0357 0.2640  -0.319
O1 1.7397 -0.8995 4.1451  -0.193
O2 5.8888 -1.0816 0.9513  -0.372
O3 -0.7829 3.0751 -2.6320  -0.233
O4 1.4206 -1.8081 6.9536  -0.368
O5 3.1654 -1.0387 -0.2302  -0.362
O6 -1.1195 5.8763 -3.5567  -0.376
N1 -5.9017 -2.8989 -2.8806  -0.386
N2 -4.5939 -0.7798 -3.3056  -0.349
N3 -6.2067 -0.6814 -1.4733  -0.231
C1 -0.1987 -0.4562 -2.0652  -0.562
C2 -0.8835 -2.8184 -1.0899  -0.774
C3 -3.7714 -0.0891 -2.2290  0.387
C4 5.5377 -0.4437 -0.2814  -0.575
C5 2.7614 -1.5281 4.9266  -0.298
C6 4.0901 0.0541 -0.2559  -0.452
C7 -1.0645 3.5069 -1.3050  -0.767
C8 1.4776 0.4326 4.5738  -0.902
C9 -1.4345 -1.5560 -2.0372  0.561
C10 0.0155 -1.8909 6.7433  -0.689
C11 0.2412 6.1261 -3.2227  -0.656
C12 -5.0367 0.2876 -1.2031  0.043
C13 -2.7930 -0.9740 -1.2542  -0.834
C14 -5.6531 -1.5875 -2.5510  0.250
C15 2.1614 -2.5023 5.9440  -0.671
C16 2.6234 -1.2551 1.0679  -1.029
C17 -1.7724 3.5187 -3.5667  -0.353
C18 -1.2708 4.7148 -4.3801  -0.804
C19 5.8853 -2.5011 0.8426  -0.685
H1 6.2027 0.4178 -0.3927  0.371
H2 3.4046 -1.2921 1.8324  0.560
H3 0.5609 0.7748 4.0868  0.227
H4 -3.4271 -1.8949 -0.8510  0.254
H5 -0.1804 3.3213 -0.6897  0.230
H6 2.0955 -2.2122 1.0645  0.345
H7 -1.9598 2.6845 -4.2492  0.328
H8 1.5359 -3.2556 5.4479  0.332
H9 3.3906 -2.0912 4.2311  0.235
H10 -1.9017 2.9300 -0.8992  0.216
H11 2.9775 -3.0262 6.4518  0.385
H12 -0.3349 -2.8996 6.9809  0.329
H13 -2.0182 4.9598 -5.1415  0.396
H14 3.9202 0.7308 0.5914  0.304
H15 -0.6696 0.6161 -2.1708  0.024
H16 -0.3319 4.4756 -4.8959  0.367
H17 5.7096 -1.1134 -1.1321  0.332
H18 5.9509 -2.9217 1.8492  0.247
H19 0.7733 6.5058 -4.0999  0.331
H20 0.5761 -0.7010 -2.9354  0.306
H21 -6.2822 -1.3643 -0.6619  0.370
H22 -0.4747 -1.1821 7.4157  0.244
H23 -2.3697 -0.3037 -0.3772  0.275
H24 0.0555 -2.5227 -0.4527  -0.019
H25 -1.7025 -1.9178 -3.1361  0.252
H26 0.2683 6.8880 -2.4394  0.241
H27 4.9717 -2.8695 0.3708  0.256
H28 1.9095 -0.4615 1.3072  0.301
H29 3.3924 -0.7805 5.4211  0.385
H30 -0.5556 -3.7538 -1.7423  0.273
H31 0.7389 5.2266 -2.8495  0.257
H32 1.3390 0.4907 5.6556  0.412
H33 -6.3995 -3.2118 -3.7545  0.279
H34 0.4449 -0.4646 -1.0684  0.007
H35 2.3013 1.0866 4.2703  0.323
H36 -1.2974 4.5732 -1.2662  0.452
H37 -5.5412 -3.6615 -2.2553  0.280
H38 -4.0821 -1.5658 -3.7698  0.356
H39 -1.7099 -3.2196 -0.3490  0.320
H40 -0.2561 -1.6382 5.7145  0.267
H41 -5.3229 1.4227 -1.2340  0.336
H42 -2.7142 3.7549 -3.0579  0.373
H43 -3.3394 0.8438 -2.8040  -0.100
H44 6.7572 -2.8292 0.2677  0.341
H45 3.8953 0.6140 -1.1762  0.401

Forces on atoms 1 to 2 (eV/Å):
0.145 0.512 -3.349
0.112 0.156 0.402

[3]
Formula: C35H31ClCrN6O2P
Source: the OMol25 dataset
Level of theory: ωB97M-V/def2-TZVPD

As for the total charge: +2. For the strongest force on any atom, the calculation gives 0.827 eV/A. The calculation puts the total energy at -3677.01360 Eh. Its energy above the lowest of the compared OMol25 structures with the same formula, charge and spin is 124.75 kJ/mol. Its spin multiplicity is 4. As for the expectation value of S²: 3.819.

Each line ends with the Mulliken charge.
Geometry (Å):
Cr1 0.5885 -0.6577 -0.2367  0.608
Cl1 5.2306 -0.5951 2.9965  -0.171
P1 -0.4485 1.6102 0.2212  1.562
O1 1.9314 0.6141 -0.3404  0.343
O2 3.3395 2.2911 -0.0380  -0.584
N1 3.9216 -2.5307 -1.9795  -0.040
N2 2.0245 -1.3827 -1.8648  0.174
N3 1.5522 -1.1030 1.6783  1.096
N4 0.6572 -2.8475 -0.3994  -0.112
N5 -2.5840 -3.0198 1.2027  0.037
N6 -1.4496 -1.4799 0.0658  0.545
C1 5.1780 -0.9801 -3.5577  -1.201
C2 1.0057 2.6707 0.4513  -0.338
C3 1.4981 -1.4710 4.0413  -1.206
C4 2.7507 0.5092 -3.3881  0.006
C5 2.6819 -2.4492 -1.4684  0.036
C6 -4.8119 0.1656 -0.0420  -0.894
C7 2.8659 -0.8485 1.7677  -0.931
C8 -2.4207 3.6438 -2.7547  -0.930
C9 2.2183 1.8869 0.0053  -0.163
C10 -0.8505 1.3805 -2.4857  0.144
C11 -3.4979 -2.0056 0.9263  0.502
C12 3.8122 0.9445 -4.1502  -0.966
C13 2.9111 -0.6907 -2.6996  0.568
C14 3.5457 -0.9141 2.9732  -0.311
C15 -1.4170 -2.6660 0.6514  0.012
C16 -0.2091 -3.5347 0.5595  -1.060
C17 -2.1001 2.8846 -3.8726  -0.590
C18 -5.4884 -0.7736 0.7525  -0.603
C19 -1.1577 2.1398 -1.3582  -0.155
C20 -3.4731 0.0351 -0.3460  0.242
C21 5.0084 0.2090 -4.2337  -0.532
C22 -2.7953 -1.0605 0.1839  -0.132
C23 -2.6234 3.5591 3.0645  -0.934
C24 -1.8516 0.9493 2.5352  0.279
C25 -4.8460 -1.8904 1.2419  -1.274
C26 -1.3121 1.7513 -3.7401  -1.152
C27 0.8884 -1.4057 2.8039  -0.167
C28 -2.9944 2.5366 3.9266  -0.658
C29 2.0204 -3.3908 -0.5130  -1.022
C30 4.1007 -1.4048 -2.7879  0.358
C31 2.8572 -1.2213 4.1351  -0.342
C32 -1.8702 3.2768 1.9368  -0.811
C33 -1.9519 3.2777 -1.5027  -0.571
C34 -2.5980 1.2331 3.6682  -1.208
C35 -1.4976 1.9607 1.6479  0.650
H1 4.5873 -3.2692 -1.8209  0.239
H2 -2.7794 -3.8927 1.6670  0.270
H3 5.8167 0.5883 -4.8427  0.406
H4 -2.9929 0.7482 -0.9935  0.280
H5 -1.5561 4.0964 1.3038  0.444
H6 -2.4682 3.1762 -4.8466  0.440
H7 -3.5810 2.7594 4.8072  0.436
H8 -3.0368 4.5263 -2.8572  0.483
H9 0.2455 -2.9499 -1.3272  0.351
H10 2.4985 -3.3992 0.4674  0.444
H11 -2.2243 3.8799 -0.6477  0.274
H12 1.8358 1.0809 -3.3208  0.293
H13 1.1215 2.9369 1.5038  0.465
H14 -0.1725 -1.5909 2.7075  0.433
H15 -2.9100 4.5796 3.2769  0.459
H16 0.9166 -1.7094 4.9201  0.523
H17 -1.0620 1.1557 -4.6073  0.516
H18 -5.3602 1.0073 -0.4415  0.516
H19 -6.5392 -0.6309 0.9623  0.439
H20 0.3122 -3.6588 1.5095  0.355
H21 -1.5499 -0.0694 2.3420  0.384
H22 6.0981 -1.5431 -3.6249  0.442
H23 -5.3645 -2.6391 1.8238  0.479
H24 3.3840 -0.5745 0.8591  0.649
H25 0.9372 3.5921 -0.1289  0.551
H26 3.3744 -1.2586 5.0840  0.483
H27 2.0062 -4.4146 -0.8996  0.570
H28 3.7315 1.8737 -4.6962  0.462
H29 -0.2381 0.4845 -2.4117  0.654
H30 -2.8726 0.4389 4.3493  0.491
H31 -0.4975 -4.5298 0.2051  0.663

Forces on atoms 1 to 2 (eV/Å):
-0.049 0.105 0.587
-0.032 -0.009 0.002

[4]
Formula: CH2BrCl2P
Source: the OMol25 dataset
Level of theory: ωB97M-V/def2-TZVPD

For the strongest force on any atom, the calculation gives 1.586 eV/A. The calculation puts the total energy at -3875.08972 Eh. As for the SMILES: ClP(Cl)CBr. Its energy above the lowest of the compared OMol25 structures with the same formula, charge and spin is 8.43 kJ/mol.

Each line ends with the Mulliken charge.
Geometry (Å):
Br1 -2.2762 -0.8782 -0.3112  -0.098
Cl1 1.8612 1.2786 -0.5673  -0.221
Cl2 1.4643 -1.4575 0.9286  -0.174
P1 0.8131 -0.4905 -0.6832  0.331
C1 -0.7248 0.2180 0.0360  -0.602
H1 -0.6480 1.1365 -0.5127  0.392
H2 -0.4896 0.1930 1.1098  0.373

Forces on atoms 1 to 2 (eV/Å):
0.241 0.302 -0.039
0.245 0.152 0.089

[5]
Formula: C36H73FN4O5S
Source: the OMol25 dataset
Level of theory: ωB97M-V/def2-TZVPD

For the strongest force on any atom, the calculation gives 0.517 eV/A. The calculation puts the total energy at -2508.67291 Eh. As for the SMILES: C[C@@H](F)[C@@H]1[C@@H](CON=O)C(=O)O[C@@]1(CN)CCSc1nnco1.CCCCCC.CCCCCC.CCCCCC.CCCCCC.

Each line ends with the Mulliken charge.
Geometry (Å):
S1 0.8920 1.3723 2.3783  -0.345
F1 -4.2443 -0.8132 0.7332  -0.382
O1 -5.8376 0.7303 -1.3392  -0.275
O2 -2.5917 1.1801 -3.8571  -0.621
O3 1.7613 -0.9109 3.4166  -0.202
O4 -7.2673 -0.6948 -2.0028  -0.390
O5 -1.1397 0.6392 -2.2282  -0.368
N1 -0.3183 -1.0619 2.7412  0.249
N2 -2.1877 -2.3500 -0.4862  -0.318
N3 -6.4604 0.0438 -2.3947  0.224
N4 0.0733 -2.3022 3.2405  -0.761
C1 -5.8639 -4.3781 -7.2709  -0.364
C2 5.9730 3.3405 6.4854  -0.322
C3 -0.4608 3.9777 -4.0913  -0.562
C4 6.8817 -2.9675 4.1448  -0.549
C5 -6.7006 -3.8926 -8.4503  -1.217
C6 0.0391 1.4814 0.7608  -0.276
C7 6.4393 -6.6280 4.7415  -1.249
C8 -6.2398 -2.0619 -5.2306  -0.409
C9 -0.4282 4.4863 -1.5947  -1.247
C10 -2.5953 0.5035 -0.4322  -0.411
C11 -1.2472 -1.5754 -1.2885  -2.095
C12 -5.1907 -2.4008 -4.1779  -0.765
C13 -1.1356 6.4344 -5.8923  -1.198
C14 -4.6420 1.3330 -1.8358  -1.351
C15 4.5714 3.7325 6.0198  -0.803
C16 3.6305 2.5540 5.7625  -0.729
C17 6.3213 -3.9578 3.1246  -0.836
C18 5.9857 2.5807 7.8080  -1.218
C19 5.3488 -5.5712 4.8842  -0.386
C20 -3.7378 1.2446 1.7115  -1.640
C21 -7.2530 -3.1818 -5.4608  -0.871
C22 -6.6552 -4.4953 -5.9691  -0.707
C23 -2.3897 0.7745 -2.7480  0.075
C24 -0.1128 6.4415 -4.7607  -0.392
C25 4.1430 1.5366 4.7444  0.663
C26 0.5219 5.0750 -4.5055  -0.930
C27 0.7063 -0.2863 2.8549  0.295
C28 0.0128 0.2239 -0.1119  -1.988
C29 5.1140 -4.7635 3.6086  -0.009
C30 4.3493 2.1238 3.3520  -1.321
C31 -1.2800 4.2928 -2.8430  0.485
C32 -1.2446 -0.0630 -0.9392  2.292
C33 5.8790 -1.8969 4.5608  -0.918
C34 -3.1848 0.0751 0.9137  0.406
C35 -3.4351 0.4027 -1.7043  0.654
C36 1.2800 -2.1566 3.6319  -0.055
H1 6.0320 -3.4098 2.2221  0.373
H2 3.4124 2.5335 2.9735  0.219
H3 -6.7802 -1.1656 -4.9180  0.327
H4 6.5497 -7.2026 5.6617  0.387
H5 -0.2200 -1.9477 -1.1885  0.347
H6 4.8077 -5.4448 2.8086  0.424
H7 4.6555 4.3388 5.1138  0.301
H8 -0.9506 1.8894 0.9518  0.115
H9 5.5964 -4.9004 5.7116  0.258
H10 4.4118 -6.0607 5.1623  0.387
H11 -4.7819 1.5819 -2.8916  0.571
H12 0.6103 2.2621 0.2589  0.399
H13 6.4683 2.7414 5.7162  0.203
H14 -1.7495 -2.6875 0.3647  0.192
H15 -5.0100 -3.7096 -7.1302  0.252
H16 7.4087 -6.1804 4.5179  0.283
H17 1.0388 4.7498 -5.4138  0.421
H18 -7.5459 -4.5610 -8.6283  0.299
H19 -0.5839 6.8123 -3.8458  0.219
H20 0.1981 -0.6634 0.4858  0.781
H21 -7.7787 -3.3795 -4.5213  0.333
H22 -1.9766 3.4676 -2.6812  -0.612
H23 -1.9771 5.7760 -5.6719  0.278
H24 2.6677 2.9466 5.4183  0.315
H25 1.9234 -2.8860 4.0980  0.503
H26 6.5701 4.2500 6.5899  0.392
H27 -1.8976 5.1806 -3.0066  0.448
H28 -1.1448 3.7606 -4.9145  0.435
H29 5.5306 -1.3266 3.6961  0.280
H30 1.2985 5.1820 -3.7423  0.307
H31 5.0964 2.9192 3.3578  0.420
H32 -6.0086 -4.9250 -5.1989  0.296
H33 -5.4437 -5.3584 -7.5109  0.390
H34 5.5204 3.1711 8.6002  0.310
H35 0.1775 3.5962 -1.4156  0.116
H36 3.4234 2.0392 6.7048  0.362
H37 -2.9626 1.9897 1.9091  0.318
H38 -4.5844 -3.2594 -4.4736  0.525
H39 4.6864 1.3610 2.6476  0.333
H40 0.6810 7.1538 -5.0006  0.411
H41 -1.0478 4.6621 -0.7121  0.415
H42 -2.4193 -0.4353 1.5036  0.350
H43 7.1170 -4.6411 2.8169  0.338
H44 -5.7425 -1.8033 -6.1695  0.340
H45 -2.3902 1.5806 -0.3388  1.117
H46 6.3278 -1.1933 5.2634  0.368
H47 5.4465 1.6347 7.7355  0.275
H48 -4.5050 2.2648 -1.2826  0.371
H49 0.0962 3.0513 -3.9205  0.248
H50 5.0774 1.0915 5.0973  -0.149
H51 6.1997 -7.3276 3.9379  0.302
H52 5.0057 -2.3315 5.0515  0.194
H53 -7.0968 -2.8908 -8.2785  0.285
H54 -0.6804 6.0937 -6.8246  0.295
H55 3.4255 0.7145 4.6807  0.003
H56 -5.6644 -2.6377 -3.2225  0.254
H57 -7.4683 -5.2143 -6.1124  0.420
H58 -6.1063 -3.8562 -9.3642  0.376
H59 -1.5079 -1.6889 -2.3436  0.483
H60 -4.5683 1.7192 1.1826  0.341
H61 -2.4573 -3.1817 -0.9969  0.268
H62 0.8353 0.2877 -0.8323  0.438
H63 -1.5381 7.4337 -6.0634  0.385
H64 7.7617 -2.4856 3.7117  0.384
H65 -8.0153 -2.8312 -6.1617  0.369
H66 -3.7942 -0.6239 -1.8314  0.250
H67 -4.1010 0.8820 2.6749  0.449
H68 7.0059 2.3517 8.1189  0.381
H69 4.2667 -4.0888 3.7673  -0.308
H70 -4.5114 -1.5590 -4.0236  -0.133
H71 4.1157 4.3822 6.7737  0.405
H72 7.2352 -3.5008 5.0314  0.282
H73 0.2492 5.3363 -1.6905  0.418

Forces on atoms 1 to 2 (eV/Å):
0.264 -0.006 -0.072
0.063 0.028 -0.014

[6]
Formula: H6O3
Source: the OMol25 dataset
Level of theory: ωB97M-V/def2-TZVPD

For the strongest force on any atom, the calculation gives 0.315 eV/A. The calculation puts the total energy at -229.30418 Eh. As for the SMILES: O.O.O. Its energy above the lowest of the compared OMol25 structures with the same formula, charge and spin is 54.88 kJ/mol.

Each line ends with the Mulliken charge.
Geometry (Å):
O1 -22.7225 13.2432 6.0557  -0.639
O2 -19.3349 16.3121 5.3186  -0.632
O3 -21.9534 9.7943 9.2682  -0.643
H1 -22.2366 10.4611 8.6426  0.323
H2 -18.9941 17.1299 5.6809  0.318
H3 -22.8512 13.1383 5.1130  0.313
H4 -22.0403 13.9103 6.1320  0.326
H5 -22.7530 9.5449 9.7316  0.317
H6 -18.9468 16.2564 4.4454  0.317

Forces on atoms 1 to 2 (eV/Å):
-0.138 -0.163 0.187
-0.177 -0.174 0.087

[7]
Formula: C8H8BrN2
Source: the OMol25 dataset
Level of theory: ωB97M-V/def2-TZVPD

As for the total charge: +1. For the strongest force on any atom, the calculation gives 4.685 eV/A. The calculation puts the total energy at -2992.86339 Eh. As for the SMILES: Cc1ccc2[nH]cc[n+]2c1Br. Its energy above the lowest of the compared OMol25 structures with the same formula, charge and spin is 87.75 kJ/mol.

Each line ends with the Mulliken charge.
Geometry (Å):
Br1 3.0599 -0.1258 -0.0542  -0.039
N1 0.3086 -1.0658 -0.1533  -0.023
N2 -1.6932 -2.0454 0.1600  -0.055
C1 1.4595 2.8013 0.1794  -1.391
C2 -0.8086 -3.0620 0.0076  -0.322
C3 0.4945 -2.4781 -0.1541  -0.393
C4 -1.5525 0.4547 -0.0131  -0.677
C5 -0.7901 1.5538 -0.1221  -0.367
C6 1.3509 0.3549 0.0494  -0.254
C7 0.6822 1.5189 -0.0120  1.228
C8 -0.9664 -0.8893 0.1120  0.432
H1 2.5142 2.5708 0.2803  0.404
H2 -2.5498 0.3961 -0.2106  0.456
H3 -1.3238 2.5158 -0.3926  0.320
H4 -1.1699 -4.1052 -0.2167  0.350
H5 1.1178 3.5637 -0.5696  0.340
H6 -2.7054 -2.1391 0.2220  0.247
H7 1.3535 -3.0187 -0.3295  0.437
H8 1.2186 3.1993 1.2172  0.306

Forces on atoms 1 to 2 (eV/Å):
1.344 -0.353 0.090
1.851 -0.070 1.679